Entry 1:
41
Properties=species:S:1:pos:R:3:lowdin_charge:R:1 method="wB97M-V/def2-TZVPD" homo_lumo_gap_ev=5.10 multiplicity=1 e_tot_ha=-2569.163871 relative_energy_kj_mol=0.0 fmax_ev_per_a=4.42
C 0.75 0.74 -2.07 -0.3027
C -1.65 -1.00 -1.40 -0.2115
C 1.70 -0.35 -2.19 -0.3026
H 1.24 1.73 -2.07 0.0679
C -0.77 -1.96 -0.89 -0.1895
H -2.69 -1.00 -1.03 0.1238
H 2.35 -0.07 -3.05 0.1026
H -1.16 -2.62 -0.09 0.1275
C 1.23 -1.77 -2.59 -0.2025
H 2.16 -2.35 -2.75 0.1114
H 0.77 -1.69 -3.58 0.1005
C -0.47 0.76 -2.92 -0.2637
H -0.19 0.82 -4.00 0.1072
H -0.99 1.71 -2.70 0.0995
C -1.52 -0.37 -2.78 -0.1769
H -1.33 -1.13 -3.55 0.1143
H -2.51 0.07 -3.01 0.1120
C 0.36 -2.61 -1.66 -0.1724
H -0.07 -3.41 -2.31 0.1352
H 1.00 -3.12 -0.92 0.1091
Zn -0.62 -0.24 0.12 0.8112
H 2.41 -0.34 -1.34 0.0994
B -1.46 0.90 3.13 -0.3938
N -0.35 -0.21 3.13 -0.0616
C 0.40 -0.63 4.15 -0.0715
C 1.40 -1.46 3.65 -0.0643
C 1.21 -1.51 2.26 -0.1168
N 0.14 -0.75 1.95 -0.0360
N -0.91 1.96 2.12 -0.0679
C -0.56 3.23 2.36 -0.0791
C 0.09 3.73 1.24 -0.0561
C 0.12 2.68 0.31 -0.1183
N -0.49 1.61 0.84 -0.0402
H -1.46 1.41 4.23 0.0685
H -2.55 0.49 2.83 0.0468
H 0.20 -0.29 5.16 0.1222
H 2.17 -1.94 4.20 0.0836
H 1.78 -2.04 1.50 0.1064
H -0.78 3.69 3.32 0.1230
H 0.51 4.71 1.09 0.0854
H 0.56 2.65 -0.68 0.0699

***

Entry 2:
47
Properties=species:S:1:pos:R:3:lowdin_charge:R:1 method="wB97M-V/def2-TZVPD" charge=-1 homo_lumo_gap_ev=6.75 multiplicity=1 e_tot_ha=-4176.795443 fmax_ev_per_a=2.06
C 4.45 0.16 0.85 -0.1346
C 3.39 -0.86 1.34 -0.4011
P 1.69 -0.58 0.55 0.7155
Br 2.39 -2.12 -1.13 0.5510
C 0.36 -1.79 1.04 -0.2950
C -1.10 -1.25 0.81 -0.1228
C -1.82 -1.98 -0.32 -0.4324
O -1.30 -2.55 -1.25 0.0963
N -3.28 -1.93 -0.27 0.1042
C -3.65 -0.54 0.01 -0.2920
C -4.13 -0.19 1.27 -0.0470
C -4.44 1.14 1.55 -0.0825
C -4.24 2.08 0.55 -0.1097
C -3.78 1.75 -0.71 -0.0726
C -3.48 0.42 -0.97 -0.0288
C 1.59 0.70 -0.81 -0.3341
O 0.26 0.88 -1.31 -0.1990
N 0.12 0.44 -2.68 0.0258
O -0.39 1.29 -3.27 0.0875
C 1.30 0.66 1.98 -0.4270
C 0.49 1.93 1.64 -0.0828
F 0.65 0.06 3.10 -0.1004
H 5.39 -0.39 0.70 0.0725
H 4.61 0.93 1.62 0.0646
H 4.22 0.63 -0.12 0.0618
H 3.32 -0.93 2.44 0.0818
H 3.70 -1.84 0.99 0.0045
H 0.44 -2.66 0.38 0.0118
H 0.48 -2.21 2.05 0.0944
H -1.69 -1.38 1.72 0.1169
H -1.01 -0.20 0.51 0.0861
H -3.54 -2.06 -1.25 0.1197
H -4.21 -1.01 1.98 0.1165
H -4.81 1.40 2.54 0.1023
H -4.46 3.12 0.79 0.1009
H -3.60 2.49 -1.48 0.1092
H -3.08 0.11 -1.95 0.1238
H 2.09 1.66 -0.59 0.0971
H 2.17 0.29 -1.66 0.0336
H 2.26 1.01 2.38 0.0962
H 1.16 2.67 1.19 0.0744
H -0.39 1.78 1.01 0.0584
H 0.14 2.38 2.59 0.0785
N 2.94 -0.88 -4.47 -0.6245
O 2.29 -1.24 -3.45 -0.3300
O 2.69 0.22 -5.00 -0.0955
O 3.83 -1.62 -4.93 -0.0733

***

Entry 3:
47
Properties=species:S:1:pos:R:3:lowdin_charge:R:1 method="wB97M-V/def2-TZVPD" charge=+2 homo_lumo_gap_ev="8.26 / 7.78" multiplicity=2 e_tot_ha=-3265.862508 s2=0.753 fmax_ev_per_a=0.75
V 0.17 0.18 -0.29 0.8390
O -1.39 0.82 1.10 -0.3572
Cl -0.12 0.91 1.87 0.7473
O -0.28 1.38 3.17 -0.1659
O 0.45 -0.47 1.78 -0.3668
O 0.78 1.75 1.02 -0.3324
C 3.47 -1.36 0.24 -0.0458
C 3.19 -0.64 -1.04 -0.6054
N 2.03 -0.09 -1.34 -0.0197
C 2.08 0.55 -2.57 -0.3167
C 3.28 0.46 -3.20 -0.2910
S 4.35 -0.48 -2.27 1.1723
C 0.90 1.31 -2.96 -0.3169
C 0.71 2.11 -4.05 -0.2885
S -0.83 2.84 -3.97 1.1800
C -1.15 2.08 -2.49 -0.6064
N -0.17 1.29 -2.08 -0.0281
C -2.40 2.32 -1.71 -0.0448
H 2.66 -1.18 0.94 0.0655
H 4.39 -1.01 0.68 0.0997
H 3.57 -2.43 0.07 0.0924
H 3.57 0.89 -4.14 0.0962
H 1.40 2.32 -4.85 0.0959
H -3.08 2.98 -2.24 0.0894
H -2.16 2.77 -0.75 0.0967
H -2.92 1.38 -1.52 0.0773
C -1.22 -3.28 -2.98 -0.0328
C -0.71 -1.89 -2.54 -0.1106
N -0.70 -1.79 -1.07 -0.2203
C 0.11 -2.89 -0.50 -0.1107
C -0.54 -4.25 -0.81 -0.0308
N -1.69 -4.00 -1.75 -0.0795
C -2.75 -3.20 -1.04 -0.0312
C -2.09 -1.90 -0.55 -0.1080
H -0.44 -3.90 -3.43 0.1453
H -2.06 -3.23 -3.66 0.1454
H -1.35 -1.10 -2.94 0.1327
H 0.30 -1.72 -2.90 0.1285
H 0.19 -2.74 0.57 0.1299
H 1.11 -2.82 -0.93 0.1256
H -0.94 -4.74 0.07 0.1473
H 0.14 -4.94 -1.32 0.1460
H -2.09 -4.90 -2.02 0.2000
H -3.13 -3.81 -0.23 0.1473
H -3.55 -3.02 -1.76 0.1459
H -2.04 -1.86 0.54 0.1373
H -2.65 -1.03 -0.89 0.1264

***

Entry 4:
39
Properties=species:S:1:pos:R:3:lowdin_charge:R:1 method="wB97M-V/def2-TZVPD" charge=+1 homo_lumo_gap_ev=9.09 multiplicity=1 e_tot_ha=-1211.239970 relative_energy_kj_mol=80.6 fmax_ev_per_a=0.86 smiles="C=CCc1cc(Cl)ccc1OCCC[NH2+]CCO"
C -1.58 -2.91 0.46 -0.0339
C -0.37 -2.37 0.60 -0.1433
C 0.51 -1.96 -0.53 -0.1194
C 1.38 -0.76 -0.23 -0.1499
C 2.74 -0.79 -0.48 -0.0463
C 3.54 0.31 -0.21 -0.6626
Cl 5.23 0.23 -0.54 0.7082
C 2.99 1.46 0.32 -0.0819
C 1.63 1.51 0.58 -0.0006
C 0.83 0.41 0.31 -0.2077
O -0.54 0.41 0.53 -0.1149
C -1.08 1.22 1.57 -0.1614
C -2.29 0.50 2.16 -0.1189
C -3.43 0.35 1.15 -0.1238
N -2.96 -0.40 -0.04 0.0321
C -3.95 -0.52 -1.13 -0.1006
C -3.86 0.68 -2.07 -0.2256
O -4.07 1.86 -1.33 -0.0549
H -2.13 -3.28 1.30 0.0785
H -1.96 -3.16 -0.52 0.0787
H 0.05 -2.23 1.59 0.1287
H -0.08 -1.77 -1.43 0.1313
H 1.18 -2.80 -0.76 0.1336
H 3.18 -1.68 -0.90 0.1180
H 3.61 2.32 0.53 0.1142
H 1.20 2.42 0.98 0.1185
H -0.33 1.37 2.36 0.1373
H -1.37 2.20 1.17 0.1421
H -2.66 1.07 3.01 0.1333
H -1.98 -0.49 2.52 0.1210
H -4.27 -0.18 1.60 0.1419
H -3.77 1.33 0.81 0.1242
H -2.10 0.08 -0.36 0.1503
H -2.59 -1.35 0.27 0.1017
H -3.76 -1.43 -1.70 0.1362
H -4.95 -0.57 -0.70 0.1410
H -4.61 0.56 -2.86 0.1344
H -2.87 0.71 -2.55 0.1304
H -4.26 2.60 -1.92 0.1104

***

Entry 5:
50
Properties=species:S:1:pos:R:3:lowdin_charge:R:1 method="wB97M-V/def2-TZVPD" charge=+1 homo_lumo_gap_ev=10.50 multiplicity=1 e_tot_ha=-2070.089162 relative_energy_kj_mol=82.8 fmax_ev_per_a=5.54
Mg -0.73 0.34 -0.49 0.2581
P -2.54 1.24 2.32 0.2299
F -3.73 0.10 2.39 -0.1720
F -3.51 2.09 3.27 -0.1452
F -1.83 0.49 3.63 -0.1804
F -1.39 2.37 2.43 -0.1567
F -1.52 0.37 1.34 -0.2220
F -3.23 1.87 1.00 -0.1538
C 1.82 3.99 0.74 -0.0330
C 0.92 2.92 0.27 -0.1213
N 0.22 2.03 -0.06 0.1440
H 2.78 3.56 1.03 0.0863
H 1.31 4.54 1.52 0.0991
H 2.05 4.56 -0.16 0.0870
C 2.90 -4.13 -2.62 -0.0537
C 1.62 -3.88 -2.05 -0.2734
N 0.64 -3.55 -1.58 0.1862
H 3.02 -5.21 -2.52 0.0981
H 3.68 -3.55 -2.11 0.0861
H 3.01 -3.76 -3.64 0.0927
C -2.18 -3.85 0.00 -0.0322
C -2.11 -2.43 -0.42 -0.1244
N -1.96 -1.30 -0.74 0.1410
H -2.28 -3.93 1.08 0.0937
H -1.40 -4.53 -0.35 0.0657
H -3.23 -4.10 -0.18 0.0913
C 0.21 1.84 5.56 -0.0617
C 1.02 1.99 4.32 -0.2358
N 1.73 2.04 3.37 0.1179
H -0.10 0.80 5.50 0.0744
H -0.65 2.50 5.48 0.0854
H 0.64 2.00 6.55 0.0838
C 2.31 0.44 -4.01 -0.0146
C 1.26 0.23 -3.02 -0.1696
N 0.38 0.10 -2.30 0.1616
H 2.05 -0.11 -4.91 0.1014
H 3.27 0.39 -3.49 0.0979
H 2.16 1.48 -4.29 0.0956
C -3.84 2.23 -3.40 -0.0069
C -2.83 1.78 -2.39 -0.1111
N -1.97 1.46 -1.68 0.1321
H -4.60 1.45 -3.47 0.0935
H -3.25 2.24 -4.32 0.0880
H -4.25 3.22 -3.19 0.0964
C 2.71 -2.33 1.05 -0.0243
C 1.58 -1.49 0.68 -0.1437
N 0.69 -0.83 0.40 0.1774
H 3.64 -1.80 0.82 0.0960
H 2.77 -3.30 0.56 0.0748
H 2.74 -2.63 2.09 0.1003

***

Entry 6:
42
Properties=species:S:1:pos:R:3:lowdin_charge:R:1 method="wB97M-V/def2-TZVPD" homo_lumo_gap_ev=8.67 multiplicity=1 e_tot_ha=-1015.369219 relative_energy_kj_mol=0.0 fmax_ev_per_a=4.55 smiles="COC1CCN(c2ncc(OC/C(=C/F)CN)cn2)CC1"
C -0.83 -4.63 -4.96 -0.1017
O 0.28 -3.83 -4.53 -0.1604
C 0.19 -3.38 -3.16 -0.3623
C 1.54 -2.93 -2.69 -0.1406
C 1.53 -2.42 -1.27 -0.1632
N 0.41 -1.47 -1.01 -0.0369
C 0.47 -0.64 0.12 -0.3699
N -0.53 0.17 0.38 0.1348
C -0.45 0.89 1.49 -0.0595
C 0.63 0.87 2.37 -0.2350
O 0.76 1.63 3.52 -0.0777
C -0.18 2.69 3.84 -0.1408
C 0.03 3.95 3.00 -0.1928
C 1.31 4.30 2.55 -0.0628
F 1.53 5.36 1.77 0.0291
C -1.18 4.79 2.74 -0.2316
N -1.74 5.23 4.06 -0.0041
C 1.62 -0.07 2.06 -0.0289
N 1.56 -0.74 0.90 0.1323
C -0.94 -1.77 -1.58 -0.1511
C -0.86 -2.27 -2.99 -0.1365
H -0.62 -5.09 -5.90 0.0722
H -1.76 -4.04 -5.10 0.0867
H -1.03 -5.48 -4.28 0.0910
H -0.13 -4.29 -2.62 0.1493
H 2.25 -3.77 -2.73 0.1299
H 1.91 -2.12 -3.31 0.1270
H 1.52 -3.29 -0.59 0.1217
H 2.53 -1.94 -1.14 0.1227
H -1.34 1.50 1.70 0.1180
H -1.20 2.33 3.62 0.1155
H -0.09 2.92 4.92 0.1379
H 2.15 3.68 2.84 0.1214
H -1.96 4.26 2.19 0.1111
H -0.90 5.69 2.15 0.1099
H -1.01 5.73 4.57 0.0736
H -2.55 5.82 3.90 0.0666
H 2.51 -0.13 2.66 0.1190
H -1.45 -2.54 -0.98 0.1238
H -1.55 -0.84 -1.62 0.1251
H -1.85 -2.66 -3.23 0.1138
H -0.58 -1.46 -3.64 0.1235

***

Entry 7:
44
Properties=species:S:1:pos:R:3:lowdin_charge:R:1 method="wB97M-V/def2-TZVPD" charge=+2 homo_lumo_gap_ev="6.22 / 6.53" multiplicity=2 e_tot_ha=-4808.213536 relative_energy_kj_mol=242.7 s2=0.755 fmax_ev_per_a=3.13
Ir 0.73 -0.58 -0.93 0.6635
C -3.01 0.04 -1.48 -0.2553
C -2.82 -1.43 -1.10 -0.3896
S -1.20 -2.14 -1.63 0.9158
C -0.91 -3.43 -0.32 -0.4676
C 0.51 -3.96 -0.36 -0.4520
S 1.88 -2.73 -0.32 0.8721
C 2.19 -2.39 1.46 -0.4644
C 1.07 -1.77 2.25 -0.4639
S 0.52 -0.12 1.62 0.8754
C -1.29 -0.35 1.92 -0.4772
C -2.13 0.90 1.84 -0.4861
S -1.95 2.01 0.39 0.9070
H -3.95 0.39 -1.03 0.1326
H -3.15 0.10 -2.56 0.1233
H -3.58 -2.01 -1.62 0.0998
H -2.94 -1.61 -0.03 0.0725
H -1.59 -4.25 -0.52 0.1054
H -1.15 -3.00 0.65 0.0578
H 0.68 -4.50 -1.29 0.0910
H 0.69 -4.65 0.47 0.1078
H 3.07 -1.74 1.44 0.0910
H 2.48 -3.33 1.92 0.1037
H 1.41 -1.59 3.28 0.1003
H 0.20 -2.42 2.29 0.0750
H -1.38 -0.75 2.93 0.1025
H -1.63 -1.09 1.21 0.0192
H -1.88 1.58 2.67 0.0825
H -3.18 0.63 1.94 0.0901
C -1.90 1.03 -1.13 -0.4984
H -1.88 1.82 -1.88 0.0889
H -0.88 0.53 -1.17 -0.0485
Se 3.43 0.96 -2.84 1.2320
N 3.76 2.66 -2.49 -0.2129
C 2.95 3.19 -1.61 -0.3413
C 2.90 4.48 -1.09 0.0513
C 1.96 4.80 -0.13 -0.0012
C 1.06 3.84 0.29 -0.0781
N 1.08 2.61 -0.21 0.0689
C 1.95 2.23 -1.10 -0.4593
N 2.03 1.00 -1.62 -0.4081
H 3.61 5.22 -1.45 0.1383
H 1.91 5.79 0.30 0.1238
H 0.32 4.04 1.05 0.1123

***

Entry 8:
40
Properties=species:S:1:pos:R:3:lowdin_charge:R:1 method="wB97M-V/def2-TZVPD" homo_lumo_gap_ev=9.43 multiplicity=1 e_tot_ha=-1470.412384 fmax_ev_per_a=3.76 smiles="O=P(Sc1ccccc1)(N1CCCC1)N1CCCC1"
O 0.25 -1.80 0.81 -0.3455
P 0.32 -0.73 -0.23 0.4494
S -1.47 -0.51 -1.34 0.7899
C -2.69 -0.26 -0.11 -0.6327
C -2.85 -1.14 0.96 -0.1112
C -3.75 -0.84 1.99 -0.0488
C -4.56 0.33 1.90 -0.0864
C -4.45 1.19 0.82 -0.0940
C -3.49 0.88 -0.17 -0.1318
N 1.68 -1.05 -1.27 -0.2356
C 1.86 -2.46 -1.60 -0.2137
C 2.77 -2.42 -2.85 -0.1637
C 2.97 -0.93 -3.12 -0.1816
C 1.81 -0.20 -2.45 -0.2244
N 0.63 0.80 0.50 -0.2341
C -0.35 1.27 1.49 -0.2176
C 0.38 2.42 2.11 -0.1762
C 1.86 2.26 1.81 -0.1688
C 1.95 0.91 1.10 -0.2204
H -2.25 -1.98 1.03 0.0728
H -3.85 -1.50 2.86 0.1091
H -5.27 0.66 2.68 0.1052
H -5.09 2.06 0.75 0.1064
H -3.33 1.56 -1.00 0.0979
H 2.33 -2.98 -0.73 0.1294
H 0.95 -2.98 -1.85 0.1004
H 2.28 -2.91 -3.68 0.1009
H 3.72 -2.94 -2.66 0.1122
H 3.93 -0.64 -2.66 0.1163
H 3.00 -0.72 -4.18 0.1038
H 0.90 -0.25 -3.05 0.0974
H 2.05 0.82 -2.16 0.1145
H -0.55 0.49 2.19 0.1046
H -1.34 1.58 1.07 0.1146
H 0.24 2.39 3.19 0.1078
H -0.07 3.35 1.68 0.1224
H 2.21 3.06 1.13 0.1144
H 2.44 2.26 2.69 0.0912
H 2.83 0.83 0.46 0.1148
H 2.01 0.14 1.86 0.1111

***

Entry 9:
46
Properties=species:S:1:pos:R:3:lowdin_charge:R:1 method="wB97M-V/def2-TZVPD" charge=-1 homo_lumo_gap_ev="6.75 / 6.98" multiplicity=1 e_tot_ha=-1508.093923 relative_energy_kj_mol=186.1 fmax_ev_per_a=3.61
Pd 0.33 -0.42 1.15 0.6182
N -1.42 -3.59 0.70 0.1248
C -1.26 -2.81 -0.42 -0.4720
N -1.72 -3.08 -1.64 0.0037
N -1.31 -2.05 -2.38 -0.1273
N -0.65 -1.21 -1.67 -0.1258
N -0.60 -1.65 -0.42 -0.1152
C -0.63 -3.43 1.81 -0.4829
N -0.53 -4.32 2.79 -0.0065
N 0.33 -3.78 3.66 -0.1404
N 0.73 -2.63 3.24 -0.1278
N 0.16 -2.37 2.06 -0.1153
H -1.83 -4.50 0.58 0.1314
C 2.69 -1.66 -0.88 -0.2544
P 1.99 0.03 -0.64 0.9046
C 2.29 0.68 -2.35 -0.2563
C 3.38 0.71 0.32 -0.3899
C 3.45 0.30 1.65 -0.1312
C 4.45 0.77 2.48 -0.0798
C 5.40 1.65 1.99 -0.1015
C 5.34 2.06 0.67 -0.1033
C 4.34 1.59 -0.17 -0.0989
H 2.67 -2.18 0.08 0.0365
H 3.71 -1.60 -1.26 0.0446
H 2.07 -2.19 -1.59 0.0332
H 3.29 0.43 -2.70 0.0425
H 2.12 1.76 -2.36 0.0377
H 1.54 0.20 -2.97 0.0282
H 2.68 -0.39 2.03 0.0748
H 4.48 0.45 3.51 0.1041
H 6.19 2.03 2.62 0.0945
H 6.08 2.75 0.28 0.0955
H 4.30 1.93 -1.19 0.0867
C -1.93 1.08 1.33 -0.0998
C -0.97 1.80 2.30 -0.5197
C -1.36 3.28 2.48 -0.0999
C 0.44 1.65 1.76 -0.2106
H -2.94 0.98 1.74 0.0777
H -1.48 0.07 1.13 0.0092
H -1.99 1.63 0.39 0.0820
H -1.03 1.32 3.28 0.1258
H -1.28 3.81 1.53 0.0693
H -0.68 3.75 3.19 0.0683
H -2.37 3.38 2.86 0.0679
H 1.20 1.83 2.53 0.0488
H 0.61 2.32 0.90 0.0486

***

Entry 10:
40
Properties=species:S:1:pos:R:3:lowdin_charge:R:1 method="wB97M-V/def2-TZVPD" homo_lumo_gap_ev=9.87 multiplicity=1 e_tot_ha=-1547.640670 relative_energy_kj_mol=0.0 fmax_ev_per_a=3.28 smiles="CC1(C)[C@H]2CC[C@](C)(C2)[C@H]1NS(=O)(=O)c1cccs1"
C -1.02 -1.61 -1.35 -0.0342
C -0.88 -0.11 -0.93 -0.3954
C -0.05 0.55 -2.06 -0.0319
C -2.23 0.67 -0.75 -0.2477
C -3.20 -0.04 0.19 -0.1473
C -2.50 -0.01 1.54 -0.1164
C -1.27 0.88 1.28 -0.4394
C -0.76 1.54 2.54 -0.0279
C -1.87 1.79 0.19 -0.0966
C -0.18 0.10 0.47 -0.2271
N 0.27 -1.16 1.08 -0.0669
S 1.92 -1.26 1.47 0.6552
O 2.16 -2.62 2.03 -0.3280
O 2.24 -0.18 2.37 -0.3106
C 2.84 -0.95 -0.06 -0.5871
C 3.61 0.14 -0.37 -0.1346
C 4.29 0.01 -1.65 -0.1510
C 4.00 -1.19 -2.23 -0.3831
S 2.92 -2.23 -1.29 1.0122
H -1.64 -1.70 -2.23 0.0747
H -1.47 -2.24 -0.59 0.0700
H -0.04 -2.07 -1.59 0.0582
H 0.93 0.11 -2.12 0.0616
H 0.08 1.60 -1.86 0.0690
H -0.53 0.47 -3.04 0.0914
H -2.68 1.01 -1.69 0.1550
H -3.43 -1.05 -0.17 0.1065
H -4.17 0.48 0.27 0.1243
H -2.25 -1.01 1.92 0.1177
H -3.14 0.45 2.28 0.1131
H -1.59 1.92 3.17 0.0882
H -0.23 0.82 3.17 0.0751
H -0.06 2.39 2.33 0.1025
H -1.11 2.46 -0.21 0.1189
H -2.65 2.44 0.57 0.1308
H 0.68 0.77 0.36 0.1370
H -0.23 -1.33 1.92 0.0807
H 3.74 1.03 0.23 0.1157
H 5.01 0.72 -2.08 0.1125
H 4.47 -1.57 -3.10 0.0551

***

Entry 11:
44
Properties=species:S:1:pos:R:3:lowdin_charge:R:1 method="wB97M-V/def2-TZVPD" homo_lumo_gap_ev=9.07 multiplicity=1 e_tot_ha=-1202.710099 relative_energy_kj_mol=0.0 fmax_ev_per_a=1.90 smiles=Cc1ncc(CO[C@]2(CO)O[C@H](CO)[C@@H](O)[C@@H]2O)c(CO)c1O
C -2.96 -2.89 -4.08 -0.0107
C -2.42 -1.92 -3.02 -0.2336
N -3.29 -1.37 -2.16 0.1097
C -2.83 -0.61 -1.17 -0.0899
C -1.48 -0.30 -1.03 -0.1359
C -1.07 0.57 0.10 -0.1145
O -0.26 -0.21 1.01 -0.0566
C 0.08 0.45 2.25 -0.3970
C -1.00 0.30 3.32 -0.1199
O -2.05 1.28 3.23 -0.0458
O 0.32 1.86 2.03 -0.0251
C 1.73 2.09 1.82 -0.1959
C 1.95 2.81 0.46 -0.1666
O 1.22 4.04 0.42 -0.0578
C 2.42 0.72 1.87 -0.2673
O 3.71 0.74 2.50 0.0032
C 1.43 -0.12 2.67 -0.2087
O 1.53 -1.53 2.35 -0.0094
C -0.54 -0.76 -1.97 -0.0519
C 0.97 -0.53 -1.92 -0.1390
O 1.75 -1.71 -2.22 -0.0531
C -1.07 -1.59 -2.98 -0.1978
O -0.22 -2.02 -3.97 0.0536
H -2.97 -3.90 -3.69 0.0782
H -2.37 -2.85 -4.95 0.0536
H -4.00 -2.73 -4.34 0.0783
H -3.58 -0.17 -0.50 0.1214
H -1.94 0.97 0.58 0.1175
H -0.51 1.43 -0.31 0.1291
H -0.52 0.42 4.30 0.1299
H -1.40 -0.72 3.20 0.1507
H -1.65 2.15 3.11 0.0904
H 2.16 2.68 2.64 0.1685
H 1.71 2.18 -0.38 0.0990
H 3.02 3.04 0.39 0.1389
H 0.27 3.87 0.65 0.0967
H 2.47 0.30 0.87 0.1456
H 3.99 -0.20 2.49 0.1155
H 1.64 0.04 3.72 0.1692
H 1.04 -1.65 1.48 0.1137
H 1.24 -0.16 -0.96 0.0784
H 1.22 0.28 -2.59 0.1404
H 1.56 -2.41 -1.59 0.1145
H 0.70 -1.90 -3.65 0.0804